Entry 1:
Here is C10H22BGaIO4 as an isolated structure from OMol25. Energies are from wB97M-V/def2-TZVPD.

Geometry as XYZ:
```
39
Properties=species:S:1:pos:R:3:forces:R:3
I -2.76131 -0.60690 2.76140 -0.1466 -0.1127 0.0102
Ga -0.47503 0.32268 1.83966 0.3569 0.4152 -0.1993
O -0.14208 3.12740 3.09891 0.3184 -0.1428 -0.0573
O -0.92116 3.19891 0.84876 0.0785 -0.0556 -0.1266
O -0.18823 -0.25282 0.09150 -0.2719 -0.1730 0.0768
O 2.04599 -2.57559 3.19170 0.1744 0.0136 -0.2097
C -0.57982 -0.17015 -2.56347 -0.1844 -0.0511 0.0070
C -0.34674 -4.03306 -2.14052 0.1298 0.0143 -0.0588
C 0.08669 -2.61021 -2.54043 0.0883 -0.0086 -0.1088
C 1.03129 -1.90709 3.16714 -0.1682 -0.1303 0.0823
C 0.45139 5.22031 0.62433 -0.0040 0.0365 -0.0800
C -0.67904 -1.48195 -0.36336 0.1337 -0.1437 0.1605
C 1.57586 -2.37724 -2.23445 0.0944 -0.0083 -0.1288
C -0.93379 4.61809 0.89521 -0.0812 0.1414 -0.0070
C -0.81498 -1.53475 -1.90813 -0.0107 0.1611 -0.0672
C 0.94651 -0.44091 3.07758 0.2948 0.0604 0.0957
B -0.52203 2.44260 1.92306 -0.0840 0.0407 0.0917
H 0.43370 0.19612 -2.38421 -0.1257 -0.0189 0.0057
H -0.02351 -2.51275 -3.63142 -0.1285 -0.0971 0.1326
H 0.62378 6.10862 1.24025 -0.0029 -0.0794 -0.0717
H 2.14629 -3.30783 -2.33990 -0.0693 0.0996 -0.0174
H 0.56658 5.50994 -0.42432 0.0056 -0.0778 0.1076
H 0.65996 -0.05198 4.06676 -0.1296 -0.0564 -0.1540
H 1.23508 4.48791 0.83831 -0.0932 0.0962 0.0505
H -0.16401 -4.73978 -2.95948 0.0021 0.0749 0.1236
H 0.22195 -4.39399 -1.27771 -0.1513 0.0784 0.0151
H 1.93906 -0.04230 2.82778 -0.1259 -0.0138 0.1078
H -1.65815 -1.71633 0.08060 0.0546 0.0834 -0.0223
H 0.70340 3.58772 3.02427 -0.2835 0.0605 0.0213
H 1.72874 -2.00626 -1.21624 -0.0369 -0.0579 -0.0881
H -1.27790 0.57306 -2.16744 0.1754 -0.0640 -0.0012
H 0.05990 -2.43835 3.20420 -0.1061 0.0330 0.1394
H -0.74965 -0.25404 -3.64540 0.0799 0.0185 0.0933
H -1.32244 4.96121 1.85970 0.1089 -0.0921 -0.0592
H -1.41133 -4.07092 -1.89118 0.0842 -0.0350 -0.0365
H -1.63702 4.94200 0.12089 0.0667 -0.0425 0.1178
H -0.00739 -2.30223 -0.04236 -0.1323 0.0714 -0.0127
H 2.01527 -1.65057 -2.92651 -0.0675 -0.0224 0.1486
H -1.85585 -1.81856 -2.12544 0.1575 -0.0157 -0.0809
```
Positions in Å, forces in eV/Å.

The charge is -1. The value obtained for the molar mass is 413.721 Da. The value obtained for the orbital gap is 7.7185 eV.

Entry 2:
Here is C2H12N3PbS as an isolated structure at a distorted geometry from OMol25. Energies are from wB97M-V/def2-TZVPD.

Geometry as XYZ:
```
19
Properties=species:S:1:pos:R:3:forces:R:3
Pb 0.45241 -1.06609 -1.24704 1.9295 0.8162 0.4533
S -1.03467 0.28401 0.31411 -2.0381 1.6419 2.0304
N 1.49739 0.56906 0.58004 -0.8531 0.3142 0.2401
N 0.00609 2.07602 2.56892 -0.0824 -1.1486 -1.4364
N -2.19040 1.30530 2.30757 1.1764 -1.7045 -2.2419
C -0.90093 1.28711 1.83791 -1.7601 2.0401 1.9166
C 0.01632 -2.81723 -3.36906 1.0197 -0.6313 -0.3459
H -0.79554 -2.06405 -3.37901 0.7445 -0.0167 0.1926
H 1.66458 0.16892 -2.15603 -0.8084 -0.4935 0.1448
H -2.67370 0.63662 1.61482 -0.2343 1.5935 1.9418
H -0.43746 -3.76503 -3.05334 0.1875 0.0818 -0.5953
H 1.35398 0.17287 1.51005 0.3104 0.4729 -0.4278
H 1.00963 2.14014 2.33864 -1.1837 -0.2094 0.0277
H 1.03812 1.48429 0.39292 0.7382 -1.3009 0.2904
H 0.56140 -2.81208 -4.32507 -0.8779 -0.4373 -0.0665
H 0.89605 -2.70237 -2.68561 -0.9866 -0.0582 -0.6749
H -2.62269 1.82094 3.07369 0.4820 -0.2689 -0.3085
H -0.26262 2.66687 3.37572 -0.2273 -0.8891 -0.9367
H 2.42206 0.61470 0.30078 2.4638 0.1976 -0.2039
```
Positions in Å, forces in eV/Å.

The charge is +1. The energy relative to the best compared isomer or geometry (same formula, charge and spin) comes out at 338.28 kJ/mol. The value obtained for the molar mass is 317.406 Da. The value obtained for the orbital gap is 7.3154 eV.